{
  "formula": "C24H56N7O6",
  "method": "the ωB97M-V functional and the def2-TZVPD basis",
  "spin_multiplicity": 1,
  "largest_force_ev_per_a": 0.8,
  "total_charge": 1,
  "lumo_energy_ev": -1.428,
  "relative_energy_ev": 0.0000,
  "homo_ev": -11.22,
  "symbols": ["C", "C", "C", "O", "C", "C", "N", "C", "C", "C", "C", "N", "H", "H", "H", "H", "H", "H", "H", "H", "H", "H", "H", "H", "H", "H", "H", "H", "H", "H", "H", "H", "H", "C", "C", "O", "N", "C", "H", "H", "H", "H", "H", "H", "H", "C", "C", "O", "N", "C", "H", "H", "H", "H", "H", "H", "H", "C", "C", "O", "N", "C", "H", "H", "H", "H", "H", "H", "H", "C", "C", "O", "N", "C", "H", "H", "H", "H", "H", "H", "H", "C", "C", "O", "N", "C", "H", "H", "H", "H", "H", "H", "H"],
  "positions_angstrom": [[-1.371472, -1.469274, -1.285828], [-0.630928, -0.427962, -2.150726], [-1.505432, 0.679173, -2.742885], [-1.380664, 1.948850, -2.093524], [-1.483612, 1.934242, -0.711160], [-2.783524, 1.390776, -0.163410], [-2.690468, 1.338105, 1.326308], [-4.027966, 1.015194, 1.922562], [-4.375666, -0.468821, 1.839816], [-2.192411, 2.606699, 1.939603], [-1.067444, 3.267387, 1.172669], [-1.386836, 3.325369, -0.258887], [-1.105499, -1.353307, -0.240653], [-2.455511, -1.403135, -1.369926], [-1.088731, -2.469864, -1.598859], [0.177684, -0.013930, -1.552362], [-0.134625, -0.956132, -2.961063], [-2.543869, 0.343256, -2.791025], [-1.218047, 0.871826, -3.772465], [-0.653826, 1.376576, -0.240892], [-3.658318, 1.992740, -0.416031], [-2.986645, 0.384079, -0.512073], [-2.038430, 0.569777, 1.554506], [-4.766742, 1.649722, 1.441208], [-3.981240, 1.313053, 2.967146], [-5.073240, -0.656137, 1.028102], [-3.477320, -1.065604, 1.709904], [-4.874093, -0.779026, 2.752655], [-1.833722, 2.349235, 2.933798], [-3.028661, 3.290929, 2.041605], [-0.103145, 2.786120, 1.363525], [-0.997038, 4.287837, 1.543791], [-0.552440, 3.696640, -0.707171], [-0.999127, -1.665132, 4.200843], [-0.379921, -1.373190, 2.859597], [-0.999053, -0.793478, 1.950317], [0.876822, -1.766166, 2.645385], [1.748677, -2.465320, 3.575766], [-2.018968, -1.288463, 4.208568], [-1.013140, -2.738434, 4.392622], [-0.437543, -1.174960, 4.995773], [1.232473, -1.547985, 1.720373], [2.647279, -1.871404, 3.749981], [2.041507, -3.422859, 3.148103], [1.246403, -2.645705, 4.514669], [-4.506287, 4.574628, -1.949994], [-5.584743, 3.546888, -1.714301], [-5.471348, 2.666082, -0.860666], [-6.695896, 3.612359, -2.473659], [-7.014389, 4.565892, -3.522420], [-3.680895, 4.384371, -1.269146], [-4.132108, 4.511249, -2.972107], [-4.889396, 5.579690, -1.770423], [-7.373309, 2.895488, -2.262936], [-7.926814, 5.106539, -3.270381], [-7.172991, 4.043481, -4.466021], [-6.208810, 5.279904, -3.649286], [4.248733, -2.765696, -0.895310], [3.166071, -1.733071, -0.689519], [2.132958, -2.000712, -0.081795], [3.379484, -0.502615, -1.202427], [4.539543, -0.013495, -1.947041], [3.930194, -3.693273, -0.430196], [4.417150, -2.943402, -1.957436], [5.183114, -2.442728, -0.436201], [2.622425, 0.140045, -1.032373], [4.990142, 0.823372, -1.419860], [4.232764, 0.323516, -2.929178], [5.278016, -0.798212, -2.058746], [7.629772, 3.279684, -4.385532], [6.372740, 2.445661, -4.449192], [6.117342, 1.597344, -3.605329], [5.526996, 2.669429, -5.486380], [5.666858, 3.624690, -6.570716], [8.193318, 2.981272, -3.507559], [8.246013, 3.119112, -5.270381], [7.388618, 4.340034, -4.305934], [4.709458, 2.080767, -5.476336], [4.825575, 4.319077, -6.571410], [5.684119, 3.105146, -7.529504], [6.585084, 4.191116, -6.465756], [-0.212598, -6.787908, 4.589694], [0.670491, -5.778965, 5.282587], [0.414069, -4.579940, 5.272485], [1.767743, -6.241799, 5.923568], [2.229644, -7.613854, 6.042249], [-1.041260, -6.259875, 4.128844], [0.340532, -7.319370, 3.814961], [-0.609384, -7.509370, 5.303984], [2.312018, -5.518349, 6.367023], [2.278281, -7.902826, 7.092431], [3.226692, -7.712151, 5.611931], [1.558743, -8.290525, 5.525442]],
  "forces_ev_per_a": [[0.3, 0.1, -0.1], [-0.2, -0.4, 0.1], [0.4, -0.2, -0.2], [-0.3, -0.1, -0.1], [0.0, 0.6, 0.4], [-0.5, -0.1, -0.1], [-0.4, 0.2, -0.1], [-0.1, -0.4, 0.5], [-0.2, 0.3, -0.3], [0.3, 0.0, 0.1], [-0.2, 0.5, -0.2], [0.6, -0.4, 0.2], [0.0, -0.1, 0.1], [-0.1, 0.0, -0.2], [0.0, -0.1, 0.1], [0.1, 0.2, -0.1], [0.0, 0.1, -0.2], [-0.2, 0.1, 0.2], [0.1, 0.2, 0.0], [0.0, -0.3, -0.2], [0.3, 0.2, -0.1], [0.1, -0.2, 0.1], [0.2, -0.3, 0.4], [0.0, 0.1, -0.2], [0.2, 0.1, 0.1], [0.1, -0.1, -0.2], [0.0, -0.2, 0.0], [0.0, 0.0, 0.1], [-0.1, 0.0, 0.1], [-0.2, 0.0, -0.2], [0.0, -0.2, 0.1], [0.1, 0.1, 0.1], [-0.2, 0.2, -0.2], [-0.2, 0.1, -0.1], [0.5, -0.3, 0.1], [-0.4, 0.5, 0.0], [-0.2, 0.2, 0.1], [0.1, 0.2, -0.3], [0.0, 0.0, 0.0], [0.1, 0.0, 0.1], [0.0, -0.1, 0.0], [0.1, -0.2, -0.1], [0.0, 0.0, 0.0], [0.0, 0.0, 0.1], [0.0, -0.1, 0.0], [0.0, -0.1, 0.1], [0.0, -0.1, 0.1], [-0.1, 0.1, 0.0], [0.0, 0.1, 0.0], [-0.2, -0.2, 0.1], [0.0, 0.0, 0.0], [0.0, 0.1, 0.0], [0.0, 0.0, -0.1], [0.0, 0.0, 0.0], [0.0, 0.1, 0.0], [0.0, 0.1, 0.0], [0.0, 0.0, 0.0], [-0.1, -0.1, 0.1], [0.2, 0.1, -0.1], [-0.2, 0.1, 0.2], [0.1, -0.2, 0.1], [-0.5, -0.1, 0.3], [0.0, 0.0, 0.0], [0.1, 0.0, 0.0], [0.0, 0.0, -0.1], [0.0, 0.0, 0.0], [0.1, 0.0, -0.1], [0.1, 0.0, -0.1], [0.0, 0.0, 0.0], [0.0, 0.0, 0.1], [0.1, 0.0, 0.0], [0.1, 0.1, -0.2], [0.1, 0.1, 0.0], [-0.2, -0.2, 0.0], [0.0, 0.0, 0.0], [0.0, 0.1, 0.0], [0.0, 0.0, -0.1], [0.0, 0.0, 0.0], [0.1, 0.1, 0.0], [0.1, 0.1, 0.0], [0.0, 0.0, 0.0], [0.0, 0.1, 0.0], [0.0, 0.1, 0.0], [-0.1, -0.1, 0.0], [0.0, -0.1, -0.1], [0.1, 0.2, 0.1], [0.0, 0.0, 0.0], [0.0, -0.1, 0.0], [0.0, -0.1, 0.0], [0.0, 0.0, 0.0], [0.0, -0.1, 0.0], [0.0, -0.1, 0.0], [0.0, 0.0, 0.0]],
  "mulliken_charge": [-0.955, 0.079, -0.690, -0.529, -0.024, 0.390, 1.001, -0.300, -1.150, -0.672, -0.653, -0.330, -0.116, 0.510, 0.449, -0.157, 0.493, 0.327, 0.488, 0.069, -0.552, 0.411, -0.361, 0.298, 0.546, 0.317, 0.165, 0.396, 0.290, 0.555, 0.390, 0.423, 0.270, -1.473, 0.751, -0.607, 0.124, -1.107, 0.226, 0.338, 0.415, 0.063, 0.332, 0.268, 0.468, -1.056, 0.760, -0.678, -0.194, -0.877, -0.036, 0.354, 0.443, 0.258, 0.298, 0.293, 0.337, -1.594, 0.999, -0.717, 0.094, -1.033, 0.306, 0.410, 0.414, 0.072, 0.291, 0.347, 0.329, -1.358, 0.769, -0.541, -0.154, -0.843, 0.283, 0.373, 0.378, 0.209, 0.282, 0.288, 0.328, -1.341, 0.779, -0.595, -0.174, -0.864, 0.279, 0.372, 0.392, 0.230, 0.297, 0.291, 0.326]
}